(1)
This record from the OMol25 dataset describes a cluster of 15 separate species, C6H40NO14 in total. The level of theory is ωB97M-V with the def2-TZVPD basis set.

* orbital gap: 9.497 eV
* relative energy (zero: lowest compared OMol25 entry of this formula, charge and spin): 218.1 kJ/mol
* charge: +1
* LUMO: -0.0830 hartree

Cartesian coordinates (Å):
C1 1.157 -2.441 3.236
C2 -0.069 -2.921 2.502
C3 -1.003 -1.796 1.989
C4 -0.619 -1.301 0.627
C5 -1.462 -0.929 -0.336
N1 -0.971 -0.127 -1.415
C6 -1.734 0.192 -2.401
H1 1.914 -3.224 3.326
H2 1.027 -2.018 4.236
H3 1.727 -1.657 2.723
H4 -0.620 -3.635 3.110
H5 0.263 -3.481 1.622
H6 -0.732 -0.955 2.627
H7 -2.070 -1.999 2.036
H8 0.442 -1.173 0.445
H9 -2.526 -1.116 -0.335
H10 0.011 0.113 -1.395
H11 -2.725 -0.147 -2.606
H12 -1.195 0.691 -3.175
H13 1.831 -2.213 -3.837
H14 0.439 -2.853 -3.794
O1 1.312 -2.880 -3.379
H15 -1.954 -2.295 -4.217
H16 -1.568 -2.653 -2.766
O2 -1.434 -1.969 -3.471
H17 3.570 1.927 -2.871
H18 3.093 1.022 -3.957
O3 2.763 1.485 -3.180
H19 0.661 2.259 4.479
H20 1.587 1.478 3.522
O4 0.843 2.121 3.543
H21 0.149 2.995 -1.738
H22 0.888 2.605 -3.008
O5 0.239 2.288 -2.367
H23 2.687 2.541 -1.102
H24 3.428 3.480 -0.109
O6 3.553 2.777 -0.749
H25 -3.655 1.707 -1.352
H26 -2.859 2.884 -1.373
O7 -2.858 2.012 -1.813
H27 0.706 2.844 0.482
H28 1.370 3.777 1.462
O8 0.972 3.772 0.582
H29 2.048 -4.175 -0.680
H30 1.359 -3.181 -1.572
O9 1.572 -3.343 -0.634
H31 -3.728 1.040 2.673
H32 -2.807 0.714 3.837
O10 -2.843 0.719 2.874
H33 -1.773 3.771 0.945
H34 -1.425 4.739 -0.082
O11 -2.146 4.138 0.131
H35 -1.709 -4.648 -1.618
H36 -0.904 -3.526 -0.901
O12 -1.708 -3.706 -1.415
H37 2.504 0.441 1.472
H38 3.415 1.426 2.017
O13 2.788 0.758 2.339
H39 -1.162 0.962 1.424
H40 0.147 1.626 2.056
O14 -0.205 1.062 1.332

Here are the Löwdin charges for atoms 1 to 2, given in e: C -0.105; C -0.240


(2)
This record from the OMol25 dataset describes a structure of composition C4H12AlFO2. The level of theory is ωB97M-V with the def2-TZVPD basis set.

* orbital gap: 6.256 eV
* relative energy (zero: lowest compared OMol25 entry of this formula, charge and spin): 0.0 kJ/mol
* charge: +2
* LUMO: -0.4904 hartree

Cartesian coordinates (Å):
Al1 -1.582 -1.273 -1.343
F1 -1.032 -3.175 -0.490
C1 0.416 1.894 -0.231
C2 -0.908 1.421 -0.844
O1 -0.604 0.254 -1.535
H1 1.203 1.983 -0.981
H2 0.833 1.242 0.536
H3 0.303 2.901 0.172
H4 -1.355 2.161 -1.507
H5 -1.616 1.205 -0.044
H6 -0.219 0.640 -2.325
C3 1.244 -0.785 1.338
C4 0.178 -1.568 0.589
O2 -0.881 -0.668 0.182
H7 0.920 -0.355 2.286
H8 1.684 -0.061 0.652
H9 2.091 -1.385 1.668
H10 -0.175 -2.340 1.272
H11 0.609 -1.979 -0.324
H12 -1.108 -0.111 0.931

Here are the Löwdin charges for atoms 1 to 2, given in e: Al 1.237; F -0.235


(3)
This record from the OMol25 dataset describes a cluster of 4 separate species, C16H28N4 in total. The level of theory is ωB97M-V with the def2-TZVPD basis set.

* orbital gap: 11.473 eV
* relative energy (zero: lowest compared OMol25 entry of this formula, charge and spin): 12.0 kJ/mol
* SMILES: CCCC#N.CCCC#N.CCCC#N.CCCC#N
* LUMO: 0.0131 hartree

Cartesian coordinates (Å):
C1 -5.831 3.962 1.935
C2 -4.626 4.796 2.357
C3 -4.021 4.402 3.704
C4 -4.968 4.579 4.797
N1 -5.715 4.719 5.657
H1 -5.502 3.022 1.487
H2 -6.437 4.491 1.200
H3 -6.484 3.698 2.769
H4 -4.893 5.857 2.417
H5 -3.857 4.770 1.584
H6 -3.095 4.950 3.866
H7 -3.736 3.347 3.686
C5 -0.809 -1.593 -0.405
C6 -0.968 -0.115 -0.037
C7 -1.225 0.048 1.457
C8 -1.538 1.421 1.834
N2 -1.781 2.507 2.116
H8 -1.687 -2.179 -0.120
H9 0.034 -2.022 0.141
H10 -0.661 -1.714 -1.476
H11 -1.755 0.320 -0.653
H12 -0.030 0.373 -0.306
H13 -0.355 -0.276 2.033
H14 -2.039 -0.610 1.772
C9 3.340 -2.217 1.117
C10 4.513 -1.679 0.312
C11 4.558 -0.154 0.280
C12 3.383 0.405 -0.388
N3 2.454 0.820 -0.920
H15 3.365 -1.908 2.161
H16 3.356 -3.310 1.089
H17 2.380 -1.949 0.669
H18 4.474 -2.054 -0.710
H19 5.434 -2.020 0.789
H20 5.444 0.192 -0.256
H21 4.596 0.261 1.290
C13 2.174 -1.800 -3.053
C14 1.307 -2.731 -3.909
C15 1.974 -3.992 -4.388
C16 3.202 -3.813 -5.153
N4 4.172 -3.645 -5.743
H22 3.143 -1.610 -3.514
H23 2.297 -2.188 -2.041
H24 1.629 -0.861 -2.961
H25 0.808 -2.160 -4.694
H26 0.455 -3.041 -3.292
H27 1.292 -4.642 -4.947
H28 2.226 -4.661 -3.554

Here are the Löwdin charges for atoms 1 to 2, given in e: C -0.106; C -0.270


(4)
This record from the OMol25 dataset describes a cluster of 6 separate species, C33H82FN5O3 in total. The level of theory is ωB97M-V with the def2-TZVPD basis set.

* orbital gap: 10.587 eV
* relative energy (zero: lowest compared OMol25 entry of this formula, charge and spin): 92.7 kJ/mol
* charge: +4
* LUMO: -0.2969 hartree

Cartesian coordinates (Å):
F1 -0.374 -0.775 0.196
C1 0.781 -4.327 -0.528
C2 1.868 -4.634 0.605
C3 1.419 -4.468 2.048
C4 1.075 -3.046 2.431
N1 -0.077 -2.911 3.482
C5 -1.466 -3.185 2.898
C6 -2.425 -3.459 4.076
C7 -1.546 -3.840 5.263
C8 -0.060 -3.799 4.791
C9 0.030 -1.489 3.915
H1 -0.017 -5.068 -0.478
H2 1.146 -4.239 -1.551
H3 0.364 -3.351 -0.277
H4 2.694 -3.937 0.461
H5 2.259 -5.640 0.449
H6 2.110 -4.873 2.788
H7 0.481 -4.986 2.247
H8 0.766 -2.391 1.616
H9 2.017 -2.732 2.882
H10 -1.853 -2.453 2.189
H11 -1.400 -4.079 2.278
H12 -2.993 -2.533 4.170
H13 -3.135 -4.239 3.799
H14 -1.647 -3.245 6.171
H15 -1.781 -4.853 5.588
H16 0.665 -3.301 5.434
H17 0.394 -4.783 4.673
H18 0.921 -1.303 4.515
H19 -0.809 -1.264 4.574
H20 -0.006 -0.859 3.027
C10 1.154 7.278 -0.422
C11 1.544 6.721 0.891
C12 1.054 5.346 1.160
C13 1.621 4.155 0.332
N2 1.599 2.744 1.046
C14 2.352 1.655 0.194
C15 2.762 0.526 1.104
C16 3.217 1.265 2.306
C17 2.520 2.727 2.303
C18 0.194 2.188 1.308
H21 1.387 6.503 -1.152
H22 1.602 8.254 -0.610
H23 0.070 7.375 -0.476
H24 1.259 7.393 1.701
H25 2.631 6.670 0.954
H26 -0.027 5.353 1.023
H27 1.147 5.149 2.228
H28 2.693 4.258 0.160
H29 1.096 4.130 -0.622
H30 1.605 1.319 -0.525
H31 3.246 2.066 -0.275
H32 1.963 -0.213 1.160
H33 3.625 -0.019 0.723
H34 2.933 0.782 3.241
H35 4.288 1.411 2.162
H36 2.017 3.018 3.226
H37 3.314 3.451 2.116
H38 -0.456 2.197 0.433
H39 -0.258 2.829 2.065
H40 0.264 1.184 1.727
C19 4.451 -3.259 -4.615
N3 4.183 -2.483 -3.316
C20 4.591 -3.386 -2.133
C21 4.881 -1.089 -3.337
C22 2.641 -2.127 -3.252
C23 2.154 -1.466 -1.956
O1 0.775 -1.570 -2.061
H41 4.033 -4.265 -4.654
H42 5.529 -3.420 -4.622
H43 4.022 -2.712 -5.454
H44 4.737 -2.788 -1.234
H45 5.568 -3.819 -2.349
H46 3.858 -4.138 -1.843
H47 4.479 -0.479 -2.528
H48 4.765 -0.675 -4.339
H49 5.929 -1.259 -3.087
H50 2.033 -3.001 -3.487
H51 2.491 -1.411 -4.060
H52 2.467 -0.425 -1.884
H53 2.513 -1.924 -1.034
H54 0.422 -1.254 -1.226
C24 0.640 0.686 -4.440
N4 -0.845 1.114 -4.367
C25 -1.611 0.310 -3.292
C26 -0.924 2.671 -4.010
C27 -1.406 0.888 -5.852
C28 -2.894 1.119 -6.039
O2 -3.579 -0.102 -5.802
H55 1.281 0.731 -3.559
H56 1.136 1.173 -5.280
H57 0.578 -0.346 -4.784
H58 -1.093 0.228 -2.337
H59 -1.606 -0.734 -3.605
H60 -2.603 0.750 -3.398
H61 -0.454 2.596 -3.029
H62 -1.964 2.988 -3.925
H63 -0.358 3.264 -4.728
H64 -1.100 -0.076 -6.261
H65 -0.820 1.673 -6.329
H66 -3.296 1.487 -6.983
H67 -3.292 1.885 -5.374
H68 -4.471 0.140 -5.542
C29 -4.116 2.264 3.326
N5 -5.156 1.322 2.639
C30 -5.231 -0.034 3.353
C31 -6.589 1.991 2.723
C32 -4.793 1.106 1.159
C33 -3.639 0.194 0.854
O3 -2.414 0.716 1.294
H69 -3.948 3.107 2.655
H70 -3.193 1.752 3.597
H71 -4.449 2.732 4.252
H72 -5.816 0.027 4.271
H73 -4.243 -0.454 3.543
H74 -5.759 -0.707 2.677
H75 -6.782 2.130 3.787
H76 -7.355 1.357 2.276
H77 -6.571 2.995 2.300
H78 -4.930 2.118 0.779
H79 -5.762 0.766 0.794
H80 -3.521 0.143 -0.229
H81 -3.715 -0.853 1.151
H82 -1.675 0.183 0.990

Here are the Löwdin charges for atoms 1 to 2, given in e: F -0.489; C -0.055


(5)
This record from the OMol25 dataset describes a cluster of 2 separate species, CH2FN in total. The level of theory is ωB97M-V with the def2-TZVPD basis set.

* orbital gap: 11.175 eV
* relative energy (zero: lowest compared OMol25 entry of this formula, charge and spin): 408.1 kJ/mol
* LUMO: -0.0141 hartree

Cartesian coordinates (Å):
C1 0.358 0.072 -0.027
N1 -0.629 -0.604 -0.111
F1 -1.851 0.303 0.025
H1 1.707 -0.750 -0.283
H2 0.415 0.979 0.397

Here are the Löwdin charges for atoms 1 to 2, given in e: C -0.095; N 0.026


(6)
This record from the OMol25 dataset describes an isolated molecule of C4H6N2O2. The level of theory is ωB97M-V with the def2-TZVPD basis set.

* orbital gap: 9.246 eV
* relative energy (zero: lowest compared OMol25 entry of this formula, charge and spin): 389.6 kJ/mol
* SMILES: [H]/N=C1/COC(=C)N1O
* LUMO: 0.0201 hartree

Cartesian coordinates (Å):
C1 0.512 -0.934 0.222
C2 0.907 -2.168 -0.041
C3 0.277 1.008 1.303
C4 -0.535 1.107 0.035
H1 -0.774 -0.464 -2.256
H2 0.575 -2.631 -1.000
H3 1.644 -2.682 0.544
H4 0.965 1.926 1.194
H5 -0.352 1.297 2.234
H6 -1.622 2.098 -1.143
N1 -0.327 -0.130 -0.522
N2 -0.950 2.214 -0.377
O1 -1.249 -0.489 -1.469
O2 0.928 -0.152 1.274

Here are the Löwdin charges for atoms 1 to 2, given in e: C -0.338; C 0.081


(7)
This record from the OMol25 dataset describes a structure of composition C9H14IN3O. The level of theory is ωB97M-V with the def2-TZVPD basis set.

* orbital gap (spin up / spin down): 7.361 / 7.360 eV
* relative energy (zero: lowest compared OMol25 entry of this formula, charge and spin): 0.0 kJ/mol
* charge: +2
* LUMO (spin up / spin down): -0.2846 / -0.2846 hartree

Cartesian coordinates (Å):
C1 -0.580 -0.169 -0.925
C2 0.291 -2.130 0.791
C3 -1.520 -0.841 -0.169
C4 0.798 -0.472 -0.886
C5 2.637 -1.540 -0.064
C6 3.160 -0.391 -0.913
C7 -5.213 2.166 0.985
C8 3.854 0.621 0.023
C9 -4.937 1.479 -0.195
N1 1.155 -1.449 0.046
N2 -1.001 -1.837 0.688
N3 1.855 0.082 -1.457
O1 2.795 1.036 0.890
I1 -4.184 -0.357 -0.103
H1 -0.758 0.625 -1.592
H2 0.623 -2.913 1.383
H3 2.817 -2.642 -0.562
H4 3.168 -1.510 0.864
H5 3.958 -0.725 -1.715
H6 -5.896 1.579 1.632
H7 -4.314 2.512 1.547
H8 -5.924 3.068 0.724
H9 4.366 1.462 -0.590
H10 4.616 0.149 0.574
H11 -4.918 1.760 -1.211
H12 -1.693 -2.277 1.183
H13 1.822 0.803 -2.064
H14 3.024 1.911 1.115

Here are the Löwdin charges for atoms 1 to 2, given in e: C -0.008; C 0.059


(8)
This record from the OMol25 dataset describes a cluster of 7 separate species, C47H43BIN3O26 in total. The level of theory is ωB97M-V with the def2-TZVPD basis set.

* orbital gap: 7.570 eV
* SMILES: CCCCO[C@H](C#N)[C@](C#N)(B(N)O)[C@H](I)CC.O=C1C=C(O)C(=O)C=C1O.O=C1C=C(O)C(=O)C=C1O.O=C1C=C(O)C(=O)C=C1O.O=C1C=C(O)C(=O)C=C1O.O=C1C=C(O)C(=O)C=C1O.O=C1C=C(O)C(=O)C=C1O
* LUMO: -0.0727 hartree

Cartesian coordinates (Å):
C1 -3.254 -1.194 -4.095
C2 -1.906 -0.396 -4.616
C3 -1.886 1.208 -4.234
C4 -2.298 1.527 -2.672
O1 -1.694 2.783 -2.201
C5 -1.732 2.908 -0.734
C6 -2.326 4.379 -0.257
N1 -2.972 5.491 -0.021
C7 -0.147 2.733 -0.229
C8 0.044 3.780 1.059
N2 0.005 4.581 2.105
B1 0.781 3.195 -1.506
N3 0.751 4.704 -1.850
O2 1.594 2.314 -2.370
C9 0.013 1.166 0.221
I1 -0.881 1.034 2.261
C10 1.554 0.635 0.378
C11 1.771 -0.551 -0.747
H1 -3.771 -1.740 -5.020
H2 -4.044 -0.504 -3.562
H3 -2.861 -2.079 -3.404
H4 -1.877 -0.538 -5.798
H5 -0.913 -0.930 -4.224
H6 -0.773 1.590 -4.422
H7 -2.599 1.808 -4.977
H8 -2.046 0.581 -2.032
H9 -3.474 1.664 -2.622
H10 -2.309 1.997 -0.279
H11 1.000 4.863 -2.850
H12 1.355 5.241 -1.189
H13 2.548 2.654 -2.232
H14 -0.590 0.395 -0.420
H15 1.648 0.093 1.438
H16 2.376 1.468 0.374
H17 2.872 -0.955 -0.817
H18 1.113 -1.473 -0.372
H19 1.309 -0.270 -1.810
C12 4.120 -3.662 -1.671
C13 3.508 -4.119 -0.577
C14 3.588 -5.554 -0.188
O3 3.030 -5.940 0.834
C15 4.341 -6.465 -1.063
C16 4.951 -6.009 -2.159
C17 4.894 -4.569 -2.533
O4 5.479 -4.176 -3.537
O5 5.658 -6.860 -2.988
O6 2.777 -3.273 0.237
H20 4.073 -2.621 -1.965
H21 4.376 -7.508 -0.778
H22 6.006 -6.292 -3.710
H23 2.435 -3.840 0.962
C18 -8.102 7.763 2.794
C19 -7.904 6.452 2.643
C20 -6.625 5.921 2.096
O7 -6.465 4.710 1.986
C21 -5.590 6.889 1.698
C22 -5.790 8.200 1.846
C23 -7.058 8.729 2.419
O8 -7.204 9.939 2.560
O9 -4.823 9.115 1.472
O10 -8.881 5.538 2.991
H24 -9.025 8.163 3.193
H25 -4.673 6.490 1.285
H26 -5.204 9.996 1.680
H27 -8.498 4.657 2.790
C24 7.660 -2.674 0.986
C25 8.443 -1.706 1.465
C26 9.356 -0.937 0.575
O11 10.050 -0.040 1.041
C27 9.391 -1.295 -0.851
C28 8.610 -2.266 -1.330
C29 7.678 -3.016 -0.445
O12 6.960 -3.891 -0.917
O13 8.640 -2.610 -2.669
O14 8.434 -1.381 2.809
H28 6.990 -3.240 1.621
H29 10.072 -0.741 -1.484
H30 7.986 -3.336 -2.767
H31 9.083 -0.650 2.906
C30 6.979 -2.082 8.244
C31 7.761 -1.113 8.723
C32 8.674 -0.344 7.833
O15 9.368 0.553 8.299
C33 8.709 -0.703 6.406
C34 7.929 -1.673 5.928
C35 6.996 -2.423 6.813
O16 6.278 -3.298 6.341
O17 7.959 -2.017 4.589
O18 7.752 -0.788 10.067
H32 6.309 -2.647 8.879
H33 9.390 -0.148 5.774
H34 7.305 -2.744 4.491
H35 8.402 -0.058 10.163
C36 -5.449 1.466 5.272
C37 -5.896 2.011 4.139
C38 -7.240 1.673 3.596
O19 -7.631 2.205 2.562
C39 -8.055 0.694 4.332
C40 -7.607 0.147 5.463
C41 -6.274 0.506 6.021
O20 -5.897 -0.001 7.072
O21 -8.367 -0.776 6.159
O22 -5.125 2.913 3.429
H36 -4.475 1.705 5.680
H37 -9.023 0.444 3.916
H38 -7.826 -1.023 6.941
H39 -5.668 3.164 2.650
C42 -6.689 -4.258 -8.547
C43 -6.091 -4.129 -7.361
C44 -4.675 -3.683 -7.253
O23 -4.159 -3.556 -6.148
C45 -3.940 -3.414 -8.498
C46 -4.537 -3.546 -9.685
C47 -5.961 -3.965 -9.791
O24 -6.487 -4.060 -10.895
O25 -3.851 -3.297 -10.859
O26 -6.768 -4.405 -6.187
H40 -7.719 -4.579 -8.640
H41 -2.906 -3.108 -8.406
H42 -4.499 -3.461 -11.579
H43 -6.122 -4.236 -5.467

Here are the Löwdin charges for atoms 1 to 2, given in e: C -0.137; C -0.251


no.,M (g mol⁻¹)
1,350.38
2,138.12
3,276.43
4,616.05
5,47.03
6,114.10
7,307.13
8,1203.57